(1)
60
Properties=species:S:1:pos:R:3:forces:R:3 method="wB97M-V/def2-TZVPD" homo_energy_ev=-8.60 largest_force_ev_per_a=1.2 lumo_ev=0.5688 relative_energy_ev=0.000 total_energy_ev=-49527.4299 smiles="COc1ccc(C2(c3ccc(OC)cc3)NC(=O)N(CC(=O)Nc3ccc(OC(F)F)cc3)C2=O)cc1"
C -7.52089 2.48392 2.03408 -0.0277 0.1135 0.2052
H -6.89287 3.37806 2.09972 -0.0134 -0.0426 0.0032
O -7.32876 1.80563 0.81539 0.0874 -0.1683 -0.2695
C -6.09685 1.30896 0.53337 0.1057 -0.1259 -0.1783
C -5.97432 0.63268 -0.68141 -0.1863 0.1576 0.1472
C -4.76771 0.08947 -1.06699 0.0801 0.0880 0.1259
C -3.64744 0.21149 -0.25284 0.0095 -0.0673 0.1267
C -3.77078 0.87882 0.95855 -0.0382 -0.0870 -0.1490
C -4.97916 1.42375 1.35396 -0.2571 0.1486 0.1215
H -5.03419 1.93223 2.30310 -0.0447 0.0544 0.0883
H -2.91443 0.96388 1.60873 0.0625 0.0300 0.0553
C -2.31185 -0.38207 -0.64430 0.0957 0.3038 0.0359
N -2.39908 -1.30238 -1.75760 -0.2451 0.2647 -0.0732
C -1.91224 -2.53198 -1.48646 -0.1388 -0.0518 0.0414
O -1.80492 -3.47800 -2.21394 0.1472 -0.3302 -0.2088
N -1.56045 -2.51653 -0.11582 -0.0326 -0.2078 -0.0049
C -1.78842 -1.30801 0.45544 -0.0939 -0.1750 0.0086
O -1.55162 -1.02087 1.60932 -0.0700 0.1005 0.1489
C -0.86501 -3.61890 0.51512 0.1894 -0.2230 -0.0753
H -1.06788 -4.51717 -0.07171 0.0808 0.1295 0.1465
H -1.22456 -3.73379 1.54056 -0.0104 0.0102 -0.0911
C 0.65033 -3.34019 0.49443 -0.4914 -0.0575 0.2454
O 1.43082 -4.02112 -0.12421 0.1724 -0.1786 -0.2321
N 0.96346 -2.22641 1.21130 -0.2013 0.1672 0.3532
C 2.11967 -1.45055 1.12614 0.4483 0.1030 -0.1211
C 2.09349 -0.19141 1.72876 0.1311 -0.1470 -0.0433
C 3.17954 0.65008 1.63406 0.2786 -0.0334 -0.1099
C 4.30574 0.24678 0.92503 -0.0055 0.0050 -0.0162
C 4.34206 -0.99869 0.31975 0.1534 0.3171 0.0412
C 3.25460 -1.84974 0.42940 -0.1543 -0.1179 0.0195
H 3.27841 -2.81612 -0.04579 0.0024 -0.0280 0.0085
H 5.19596 -1.31565 -0.25833 0.0755 0.0017 -0.0596
O 5.33562 1.18434 0.83747 -0.5615 0.0818 0.1135
C 6.56585 0.76294 0.49464 0.8624 -0.8004 0.0881
F 6.69671 0.62303 -0.85380 -0.2456 -0.0366 -0.2102
F 7.44229 1.71288 0.84742 0.0014 0.2885 0.1954
H 6.87624 -0.19475 0.95444 -0.3085 0.3349 -0.1020
H 3.17104 1.62705 2.08896 -0.0190 0.1354 0.0724
H 1.20846 0.12702 2.25885 -0.1248 0.0653 0.0556
H 0.20542 -1.78367 1.72614 0.0241 -0.1740 -0.1870
H -2.58393 -1.00192 -2.69911 0.1036 -0.1078 -0.0115
C -1.20279 0.64437 -0.87228 0.0303 0.0687 -0.0690
C 0.07342 0.18476 -1.17416 -0.1727 0.1698 -0.0150
C 1.13451 1.05602 -1.33625 0.2343 0.1327 -0.0737
C 0.93113 2.42674 -1.20528 -0.3120 -0.0706 0.0421
C -0.35802 2.89142 -0.93202 0.3024 0.0960 -0.0488
C -1.40756 2.01443 -0.76486 0.0567 -0.1250 -0.0165
H -2.39253 2.39918 -0.55197 -0.0585 0.0596 0.0216
H -0.51052 3.95571 -0.85062 -0.0157 0.1449 0.0046
O 1.88971 3.37293 -1.32978 -0.2855 0.1328 0.0497
C 3.21688 2.97038 -1.59033 0.2244 -0.0776 -0.0350
H 3.79383 3.89104 -1.65553 0.0063 -0.0950 -0.0012
H 3.61272 2.35221 -0.78086 -0.0073 0.0006 -0.0489
H 3.29342 2.42849 -2.53754 -0.0103 0.0012 0.0279
H 2.10965 0.65273 -1.55614 0.1539 -0.0185 -0.0059
H 0.25862 -0.87350 -1.29500 0.0516 -0.1121 0.0015
H -4.70805 -0.43799 -2.00588 -0.0169 -0.0663 -0.0733
H -6.84708 0.54303 -1.30807 -0.1142 -0.0117 -0.0791
H -8.56873 2.77923 2.04379 0.0860 0.0014 0.0473
H -7.32056 1.83377 2.89148 0.0055 0.0288 -0.0327

(2)
53
Properties=species:S:1:pos:R:3:forces:R:3 method="wB97M-V/def2-TZVPD" homo_energy_ev=-11.58 largest_force_ev_per_a=5.4 lumo_ev=-2.8473 charge=+1 relative_energy_ev=1.785 total_energy_ev=-34399.0535
C -0.36705 -2.54423 -1.19843 -0.0838 -0.0854 -1.6291
C 0.06141 -1.88534 -2.14299 -0.1187 0.3959 0.1201
C 0.46315 -1.03907 -3.41694 -0.2911 -1.7699 0.8846
C -0.81823 -0.98240 -4.36190 0.8314 0.2203 -0.6910
C -1.55019 0.42609 -4.40755 -0.8437 -0.2188 0.6171
C -2.29171 0.82674 -3.07715 -1.9499 0.3021 2.1370
N -1.83318 1.30982 -1.84907 -0.7479 0.5393 -0.1233
C -0.41380 1.54053 -1.47292 1.2741 -1.1284 0.5144
C -2.86860 1.59249 -0.89774 -3.4363 -1.7501 -3.7651
C -4.13038 1.21164 -1.61978 4.8908 0.9644 1.4773
N -3.68071 0.75806 -2.89481 -0.2623 0.4895 1.1097
C -4.76541 0.29470 -3.79760 -1.0730 -1.6025 -0.4071
C -5.40262 -1.06932 -3.31584 -0.1343 0.2782 0.1070
C -6.02728 -2.04649 -2.91965 -0.0614 0.9416 -0.7851
H -0.85647 -3.32991 -0.56628 0.9375 1.4682 -0.7412
H 1.27493 -1.62295 -3.96628 -1.0394 0.7562 0.8628
H 0.90635 -0.03697 -3.15433 -0.6277 -1.1554 -0.2243
H -0.44268 -1.18197 -5.42402 -0.6470 0.3928 1.3565
H -1.50475 -1.84367 -4.10622 0.5905 1.2276 -0.2122
H -2.35988 0.34148 -5.20901 1.0969 0.3583 1.1304
H -0.86593 1.27884 -4.69074 -0.6042 -1.0423 0.3078
H -0.01558 0.54629 -1.07631 -0.4852 1.3915 -0.3786
H 0.23867 1.80390 -2.35785 -1.0903 0.0624 0.9857
H -0.31130 2.28332 -0.62344 -0.3513 -0.7883 -1.2964
H -2.77350 2.01247 0.13995 0.3678 -0.6101 -1.5307
H -5.20043 1.27805 -1.25446 1.6402 -0.2973 -0.8994
H -4.42190 0.21259 -4.87490 -0.3272 0.0421 1.4616
H -5.59382 1.06251 -3.75424 1.0280 -0.8291 -0.1182
H -6.74307 -2.88470 -2.68300 1.5053 1.3870 -0.2685
C 2.53672 -3.60781 2.63851 -0.0062 0.1343 0.0302
C 1.78751 -3.11700 1.57181 0.0316 0.1453 0.0797
C 1.58200 -1.75079 1.43768 -0.0219 -0.1949 -0.0474
C 2.11414 -0.87009 2.37568 0.0015 -0.1675 0.0136
C 2.84406 -1.36296 3.45761 -0.0825 -0.2034 -0.1800
C 3.06376 -2.73335 3.58042 -0.0435 -0.1860 -0.0792
C 3.37442 -0.44006 4.49028 0.4538 -0.2849 0.6610
O 4.01368 -0.86780 5.43146 -0.1354 0.0820 -0.1939
C 3.10411 1.01204 4.35955 -0.0625 0.2963 0.0047
C 3.54582 1.88605 5.35037 0.0191 0.1966 0.0788
C 3.30920 3.24961 5.23066 -0.0195 -0.1338 -0.0818
C 2.63847 3.74671 4.11615 -0.0181 -0.1152 -0.0481
C 2.19149 2.87899 3.12884 0.0272 0.1800 0.1222
C 2.41437 1.50847 3.25216 0.0332 0.1617 0.0809
C 1.90237 0.58759 2.21095 -0.2947 0.2326 -0.4909
O 1.30913 1.02177 1.23360 0.0046 -0.0507 0.0791
H 2.70491 -4.67459 2.73802 -0.0055 0.0965 0.0027
H 1.36586 -3.80149 0.84368 0.0723 0.0568 0.0377
H 1.00273 -1.37344 0.60306 0.1265 0.0731 0.1392
H 3.64175 -3.12111 4.41199 -0.0540 0.1979 -0.0262
H 4.07162 1.50579 6.21936 -0.0569 -0.1147 -0.1700
H 3.64958 3.92732 6.00585 -0.0209 -0.0695 -0.0679
H 2.46065 4.81230 4.02026 0.0176 -0.0936 0.0061
H 1.66559 3.27134 2.26551 0.0462 -0.1789 0.0478

(3)
61
Properties=species:S:1:pos:R:3:forces:R:3 method="wB97M-V/def2-TZVPD" homo_energy_ev="-13.13 / -13.13" largest_force_ev_per_a=4.7 lumo_ev="-7.2047 / -7.1627" charge=+2 spin_multiplicity=6 relative_energy_ev=0.675 total_energy_ev=-90767.6432
Sm -0.15828 -17.67630 8.03698 1.6764 -0.3723 0.5431
C 3.05982 -21.08083 4.05373 0.6906 -1.7873 0.6158
S 3.74821 -19.93794 5.29169 -0.8674 -0.0364 0.2490
C 2.29239 -19.36842 6.12838 2.0800 -0.0532 -0.2110
S 2.57068 -18.52478 7.60001 -1.1054 0.4304 0.0812
N 1.18326 -19.64493 5.55020 -2.1398 -0.1468 -0.3696
N 0.06522 -19.21389 6.21103 -2.1022 -0.9011 -1.2110
C -1.08718 -19.64520 5.69988 2.4260 -0.0993 0.2281
C -2.36596 -19.39667 6.29535 -2.1918 0.1859 0.9956
C -3.54526 -20.15645 6.00466 0.7788 0.6977 -1.3124
C -4.73129 -19.72120 6.57353 -1.1505 -0.4476 0.0105
C -4.77925 -18.64311 7.45684 0.3350 -0.1812 0.3067
C -3.58804 -18.04245 7.80085 0.3811 -0.9976 -0.1674
N -2.43285 -18.40776 7.22651 0.6635 -0.1227 0.0335
H 3.35224 -20.80924 3.06654 0.3241 0.5162 -0.6718
H 1.97957 -21.15553 4.07887 0.0419 0.1794 0.2707
H 3.50134 -22.11208 4.23789 -0.5269 1.2894 -0.0452
H -1.09673 -20.28979 4.83289 0.3801 -0.1565 -0.1699
H -3.60929 -20.93035 5.18515 0.4915 0.7846 1.2669
H -5.67092 -20.26133 6.33737 0.7377 0.4358 0.1273
H -5.66306 -18.30657 7.97604 -0.2965 -0.1902 -0.2535
H -3.52110 -17.35963 8.63428 -0.0329 0.4627 -0.1602
O -2.92803 -24.75335 10.35409 -0.2300 0.0128 0.2206
C -3.34037 -23.65698 11.04690 -1.5031 -1.9849 0.5863
O -4.17531 -23.78006 11.92373 1.3291 0.2309 -1.2796
C -2.75592 -22.37389 10.67895 0.6226 1.4806 -0.3092
C -3.07972 -21.28810 11.50172 -0.1914 0.7728 0.3259
C -2.48120 -20.03730 11.32614 0.6298 -0.6125 0.1010
C -1.44229 -19.95205 10.37775 -1.4372 -1.5911 -0.4650
C -1.12789 -21.00865 9.50885 -1.5191 -1.0111 0.5218
C -1.86843 -22.21667 9.62171 0.7617 1.4783 0.5499
N -0.64772 -18.86452 10.20102 1.8372 3.9517 1.6344
C -0.56222 -17.85104 11.06224 -1.3374 -1.8412 -1.2647
C 0.52124 -16.89179 10.99332 -0.2993 2.2628 0.3670
C 0.45599 -15.82379 11.95652 1.3117 -0.6751 -0.4771
C 1.40846 -14.80748 11.85036 0.3997 -0.5819 -1.3107
C 2.33145 -14.85447 10.76404 -0.7226 0.6191 1.7826
C 2.29857 -15.90774 9.89772 0.2466 -1.4346 -0.0032
N 1.41414 -16.92719 9.97464 -0.9963 0.6771 0.6124
H -2.24895 -24.64580 9.66586 -0.3589 0.3034 0.5946
H -3.82161 -21.50015 12.27819 0.3138 0.3168 -0.2056
H -2.62914 -19.15191 11.96735 -0.4540 -0.9032 -0.2371
H -0.30417 -20.89611 8.81662 -0.0175 -0.0611 -0.1281
H -1.70998 -23.02157 8.94123 0.3861 -0.2917 -0.4309
H -1.37392 -17.60288 11.80079 1.0873 -0.7072 -0.3236
H -0.18319 -15.88611 12.84246 -0.0198 0.0319 -0.5573
H 1.48266 -14.00813 12.56857 -0.1328 0.0828 0.1338
H 3.11998 -14.11060 10.67811 -0.2303 -0.1062 -0.0119
H 3.12388 -16.06333 9.22028 -0.1916 0.1510 -0.5846
S -1.03274 -15.01484 7.85302 0.1218 0.1226 -0.5386
C -1.50427 -14.65662 6.20187 0.3618 0.5235 0.3389
N -0.97859 -13.55884 5.59305 -0.7922 0.9001 -1.9474
C -1.35352 -13.09901 4.29860 1.0462 -0.6959 2.1714
C -2.18325 -13.85970 3.55985 -0.6886 -1.4019 -0.9728
C -2.79525 -15.00099 4.15524 1.2574 0.7446 2.7631
C -2.47980 -15.35858 5.49250 0.0059 0.7715 -2.1659
H -0.25996 -12.99550 6.03962 -0.2540 -0.3081 0.3844
H -0.93375 -12.14923 3.95514 0.1090 -0.5258 0.2795
H -2.26936 -13.68035 2.48174 -0.4541 0.2979 0.6199
H -3.58954 -15.58142 3.77082 -0.4648 -0.3350 -1.2149
H -2.96792 -16.20417 5.92908 -0.1259 -0.1536 0.2846